Record 1
{
  "formula": "C2H5N3O2",
  "method": "ωB97M-V with the def2-TZVPD basis set",
  "symbols": ["C", "C", "N", "N", "N", "O", "O", "H", "H", "H", "H", "H"],
  "positions_angstrom": [[-1.033, 1.562, 0.320], [-2.326, -0.756, 0.329], [-1.798, 0.271, -0.374], [0.217, 1.559, 0.053], [1.816, -0.582, -0.275], [-3.202, -1.244, 0.911], [-1.151, -1.108, -0.311], [0.679, 2.409, 0.548], [0.951, 0.711, -0.254], [2.356, -0.819, 0.501], [2.435, -0.763, -1.053], [1.056, -1.238, -0.395]],
  "lumo_energy_ev": 0.4,
  "total_charge": 0,
  "relative_energy_kcal_mol": 141.4,
  "largest_force_ev_per_a": 3.70,
  "e_tot_ev": -10715.680,
  "orbital_gap_ev": 9.2
}



Record 2
{
  "formula": "C32H32N4O4",
  "method": "ωB97M-V with the def2-TZVPD basis set",
  "symbols": ["O", "C", "C", "C", "C", "O", "C", "C", "H", "H", "H", "H", "H", "H", "O", "C", "C", "C", "C", "O", "C", "C", "H", "H", "H", "H", "H", "H", "C", "C", "C", "N", "C", "C", "H", "H", "H", "H", "H", "C", "C", "C", "N", "C", "C", "H", "H", "H", "H", "H", "C", "C", "C", "N", "C", "C", "H", "H", "H", "H", "H", "C", "C", "C", "N", "C", "C", "H", "H", "H", "H", "H"],
  "positions_angstrom": [[37.146, 27.849, 21.515], [38.041, 28.888, 21.232], [38.693, 28.913, 20.002], [39.573, 30.186, 19.809], [39.549, 31.229, 20.706], [40.212, 32.345, 20.232], [38.882, 31.129, 21.867], [38.117, 29.953, 22.140], [36.382, 28.267, 21.586], [38.728, 28.046, 19.282], [40.289, 30.221, 19.020], [40.281, 33.041, 20.788], [38.895, 31.962, 22.429], [37.544, 29.976, 23.023], [38.527, 25.853, 23.337], [38.591, 25.361, 24.652], [39.752, 24.648, 25.125], [39.857, 24.297, 26.641], [38.661, 24.601, 27.411], [38.575, 24.145, 28.675], [37.602, 25.393, 26.886], [37.512, 25.649, 25.549], [37.927, 26.532, 23.288], [40.753, 24.379, 24.616], [40.674, 23.746, 26.894], [37.820, 24.501, 29.036], [36.632, 25.627, 27.526], [36.616, 26.027, 25.201], [38.542, 18.161, 28.302], [37.753, 18.208, 29.442], [37.568, 19.414, 29.992], [38.203, 20.524, 29.485], [39.065, 20.431, 28.412], [39.274, 19.248, 27.782], [38.743, 17.265, 27.808], [37.359, 17.447, 29.805], [37.144, 19.518, 31.083], [39.416, 21.412, 27.994], [39.983, 19.144, 26.872], [36.872, 29.881, 28.716], [37.242, 28.525, 28.900], [36.935, 27.807, 30.072], [36.405, 28.494, 31.102], [36.017, 29.799, 31.019], [36.248, 30.552, 29.876], [37.170, 30.346, 27.816], [37.821, 27.840, 28.068], [37.428, 26.662, 30.089], [35.585, 30.513, 31.746], [36.062, 31.580, 29.715], [33.672, 24.125, 29.106], [34.503, 23.098, 28.904], [35.779, 23.101, 29.571], [36.232, 24.010, 30.467], [35.382, 24.963, 30.794], [34.126, 25.086, 30.095], [32.773, 24.198, 28.654], [34.346, 22.168, 28.009], [36.595, 22.378, 29.283], [35.576, 25.751, 31.333], [33.598, 25.969, 30.624], [40.814, 25.966, 29.803], [40.715, 27.293, 29.872], [40.402, 27.823, 31.220], [40.528, 27.022, 32.359], [40.965, 25.732, 32.215], [41.004, 25.161, 30.984], [40.920, 25.355, 28.765], [40.444, 28.098, 29.030], [40.284, 28.790, 31.151], [41.560, 25.333, 32.954], [41.368, 24.290, 30.871]],
  "smiles": "Oc1ccc(O)cc1.Oc1ccc(O)cc1.c1ccncc1.c1ccncc1.c1ccncc1.c1ccncc1",
  "lumo_energy_ev": 0.3,
  "total_charge": 0,
  "relative_energy_kcal_mol": 287.1,
  "largest_force_ev_per_a": 9.06,
  "e_tot_ev": -47842.142,
  "orbital_gap_ev": 8.2
}



Record 3
{
  "formula": "CHI2O2S2",
  "method": "ωB97M-V with the def2-TZVPD basis set",
  "symbols": ["C", "O", "O", "S", "S", "I", "I", "H"],
  "positions_angstrom": [[-0.922, 0.572, 0.667], [-0.156, -1.605, -1.195], [0.648, 0.677, -1.585], [-2.461, 0.410, 0.182], [0.440, -0.410, -0.691], [2.908, -0.977, -0.218], [-0.138, -0.261, 2.471], [-0.317, 1.595, 0.370]],
  "lumo_energy_ev": 2.2,
  "total_charge": -1,
  "relative_energy_kcal_mol": 12.6,
  "largest_force_ev_per_a": 3.71,
  "e_tot_ev": -43020.768,
  "orbital_gap_ev": 6.8
}



Record 4
{
  "formula": "C15H33Cl12NSSi",
  "method": "ωB97M-V with the def2-TZVPD basis set",
  "symbols": ["H", "N", "C", "C", "C", "Si", "S", "H", "H", "H", "H", "H", "H", "H", "H", "Cl", "C", "C", "Cl", "H", "H", "H", "H", "Cl", "C", "C", "Cl", "H", "H", "H", "H", "Cl", "C", "C", "Cl", "H", "H", "H", "H", "Cl", "C", "C", "Cl", "H", "H", "H", "H", "Cl", "C", "C", "Cl", "H", "H", "H", "H", "Cl", "C", "C", "Cl", "H", "H", "H", "H"],
  "positions_angstrom": [[-2.658, 3.570, 0.049], [-3.243, 3.071, -0.622], [-2.975, 1.831, -0.631], [-1.918, 1.183, 0.239], [-3.760, 0.922, -1.531], [-5.292, 0.340, -0.612], [-6.666, 1.974, -0.649], [-2.066, 1.467, 1.281], [-1.957, 0.097, 0.176], [-0.935, 1.520, -0.087], [-4.069, 1.462, -2.424], [-3.175, 0.043, -1.809], [-4.921, 0.043, 0.785], [-5.866, -0.870, -1.244], [-7.567, 1.397, 0.158], [0.188, -0.989, -2.987], [0.530, -1.515, -1.316], [-0.132, -2.816, -0.959], [-1.916, -2.686, -0.854], [0.230, -0.709, -0.658], [1.611, -1.629, -1.238], [0.214, -3.132, 0.023], [0.087, -3.589, -1.691], [1.088, 0.198, 1.583], [0.909, -0.134, 3.326], [1.195, -1.581, 3.631], [-0.012, -2.672, 2.885], [-0.104, 0.145, 3.605], [1.612, 0.499, 3.862], [1.165, -1.749, 4.706], [2.168, -1.877, 3.248], [-5.070, -4.438, 4.009], [-4.400, -3.740, 2.510], [-3.551, -2.525, 2.775], [-4.519, -1.143, 3.357], [-5.234, -3.504, 1.855], [-3.787, -4.510, 2.044], [-3.067, -2.214, 1.850], [-2.789, -2.725, 3.523], [6.287, 1.912, -1.908], [5.342, 0.644, -2.736], [3.860, 0.901, -2.671], [3.227, 0.741, -1.006], [5.598, -0.307, -2.277], [5.658, 0.635, -3.777], [3.335, 0.173, -3.287], [3.612, 1.901, -3.018], [2.797, 1.710, 5.845], [2.548, 3.375, 6.444], [1.609, 4.154, 5.558], [2.309, 4.466, 3.950], [3.526, 3.845, 6.501], [2.128, 3.296, 7.445], [1.400, 5.120, 6.016], [0.674, 3.620, 5.411], [4.974, 0.441, -6.537], [4.091, -0.819, -7.444], [2.603, -0.574, -7.448], [1.889, -0.782, -5.829], [4.333, -1.777, -6.992], [4.469, -0.796, -8.464], [2.120, -1.292, -8.107], [2.371, 0.433, -7.785]],
  "smiles": "[H]/N=C(\\C)C[SiH2]S.ClCCCl.ClCCCl.ClCCCl.ClCCCl.ClCCCl.ClCCCl",
  "lumo_energy_ev": 0.4,
  "total_charge": 0,
  "largest_force_ev_per_a": 0.28,
  "e_tot_ev": -186564.580,
  "orbital_gap_ev": 9.5
}



Record 5
{
  "formula": "C31H64Br2F3IN3O4",
  "method": "ωB97M-V with the def2-TZVPD basis set",
  "symbols": ["C", "C", "N", "C", "C", "C", "C", "C", "C", "C", "C", "N", "I", "C", "C", "C", "C", "C", "C", "C", "C", "C", "C", "C", "C", "C", "N", "C", "C", "C", "F", "Br", "C", "F", "F", "Br", "H", "H", "H", "H", "H", "H", "H", "H", "H", "H", "H", "H", "H", "H", "H", "H", "H", "H", "H", "H", "H", "H", "H", "H", "H", "H", "H", "H", "H", "H", "H", "H", "H", "H", "H", "H", "H", "H", "H", "H", "H", "H", "H", "H", "H", "H", "H", "H", "C", "O", "H", "H", "H", "H", "C", "O", "H", "H", "H", "H", "C", "O", "H", "H", "H", "H", "C", "O", "H", "H", "H", "H"],
  "positions_angstrom": [[0.883, -3.871, 2.335], [1.672, -3.092, 1.481], [1.202, -2.612, 0.165], [0.972, -3.649, -0.879], [-0.318, -4.552, -0.648], [-0.585, -5.324, -2.045], [-0.555, -6.929, -1.866], [0.803, -7.549, -2.459], [2.064, -7.132, -1.541], [3.190, -8.268, -1.484], [1.008, -1.327, -0.038], [1.208, -0.184, 0.829], [3.163, 0.058, 1.574], [1.066, 1.117, 0.039], [1.048, 0.546, -1.447], [0.599, 1.470, -2.657], [1.738, 1.690, -3.765], [2.084, 3.255, -3.768], [2.709, 3.576, -2.306], [3.792, 4.750, -2.398], [3.062, 6.102, -1.917], [4.227, 7.124, -1.474], [4.202, 7.199, 0.125], [4.833, 8.613, 0.559], [5.075, 8.531, 2.154], [4.083, 9.601, 2.823], [0.508, -0.818, -1.293], [-0.896, -1.098, -1.658], [-1.965, -0.028, -1.178], [-3.057, -0.593, -0.187], [-3.865, -1.568, -0.808], [-2.319, -1.241, 1.535], [-4.059, 0.616, 0.177], [-4.978, 0.199, 1.171], [-3.394, 1.716, 0.717], [-5.154, 1.206, -1.359], [-0.232, -3.638, 2.329], [1.292, -4.683, 2.992], [2.731, -2.859, 1.804], [1.875, -4.347, -0.860], [0.927, -3.239, -1.931], [-0.074, -5.355, 0.114], [-1.224, -3.995, -0.271], [0.275, -5.098, -2.766], [-1.522, -4.961, -2.561], [-0.724, -7.218, -0.789], [-1.388, -7.312, -2.547], [1.005, -7.197, -3.516], [0.761, -8.683, -2.494], [1.670, -7.003, -0.484], [2.567, -6.180, -1.907], [3.160, -8.989, -2.355], [4.225, -7.811, -1.472], [3.078, -8.874, -0.525], [2.024, 1.719, 0.077], [0.244, 1.825, 0.375], [2.162, 0.355, -1.635], [-0.301, 1.047, -3.221], [0.220, 2.453, -2.217], [1.377, 1.308, -4.772], [2.690, 1.129, -3.530], [1.102, 3.802, -3.915], [2.825, 3.505, -4.592], [1.811, 3.907, -1.680], [3.089, 2.618, -1.832], [4.137, 4.832, -3.478], [4.641, 4.453, -1.696], [2.391, 5.879, -1.024], [2.407, 6.495, -2.752], [4.032, 8.127, -1.968], [5.222, 6.671, -1.783], [4.724, 6.325, 0.621], [3.134, 7.205, 0.518], [4.028, 9.392, 0.350], [5.789, 8.799, -0.013], [4.751, 7.516, 2.527], [6.157, 8.696, 2.425], [3.023, 9.197, 2.688], [4.126, 10.568, 2.222], [4.356, 9.757, 3.906], [-0.982, -1.310, -2.769], [-1.173, -2.084, -1.149], [-1.548, 0.912, -0.717], [-2.532, 0.310, -2.111], [-0.539, -1.516, 5.655], [0.280, -2.249, 4.750], [-0.451, -1.961, 6.646], [-0.207, -0.476, 5.696], [-1.583, -1.560, 5.332], [0.185, -1.838, 3.884], [-8.563, -0.795, -2.175], [-8.104, -2.094, -1.832], [-9.407, -0.889, -2.858], [-8.885, -0.266, -1.274], [-7.761, -0.238, -2.668], [-7.360, -1.985, -1.230], [-5.237, -3.190, 3.295], [-4.436, -3.897, 2.353], [-5.106, -3.641, 4.278], [-4.925, -2.146, 3.332], [-6.290, -3.255, 3.005], [-4.571, -3.478, 1.496], [-5.711, 0.073, 5.699], [-4.912, -0.634, 4.757], [-5.577, -0.380, 6.681], [-5.400, 1.120, 5.739], [-6.764, 0.009, 5.414], [-5.048, -0.215, 3.899]],
  "lumo_energy_ev": -4.2,
  "total_charge": 1,
  "largest_force_ev_per_a": 3.79,
  "e_tot_ev": -202168.864,
  "orbital_gap_ev": 7.4
}



Record 6
{
  "formula": "CH4BrN2",
  "method": "ωB97M-V with the def2-TZVPD basis set",
  "symbols": ["C", "N", "N", "Br", "H", "H", "H", "H"],
  "positions_angstrom": [[0.780, -1.243, -0.827], [-0.669, 0.944, 1.740], [1.054, -1.321, -1.939], [-0.438, 1.240, -0.094], [0.513, -1.474, 0.174], [-1.685, 0.703, 1.729], [1.030, -0.783, -2.820], [-0.585, 1.934, 2.037]],
  "lumo_energy_ev": -5.6,
  "total_charge": 1,
  "relative_energy_kcal_mol": 84.4,
  "largest_force_ev_per_a": 1.32,
  "e_tot_ev": -74114.255,
  "orbital_gap_ev": 8.7
}



Record 7
{
  "formula": "C5H6O2",
  "method": "ωB97M-V with the def2-TZVPD basis set",
  "symbols": ["C", "C", "O", "C", "O", "C", "C", "H", "H", "H", "H", "H", "H"],
  "positions_angstrom": [[-0.957, -0.635, 0.370], [0.370, 0.173, 0.319], [1.128, 0.053, -0.871], [2.062, -0.916, -0.852], [2.283, -1.654, 0.069], [-0.763, 1.025, 0.278], [-1.805, 1.829, 0.205], [-1.116, -1.210, -0.541], [-1.969, 0.389, 0.234], [-1.138, -1.148, 1.311], [0.983, 0.110, 1.216], [2.593, -0.921, -1.814], [-1.672, 2.906, 0.078]],
  "lumo_energy_ev": 0.9,
  "total_charge": 0,
  "relative_energy_kcal_mol": 144.1,
  "largest_force_ev_per_a": 0.52,
  "e_tot_ev": -9370.845,
  "orbital_gap_ev": 9.2
}



Record 8
{
  "formula": "C12H23BN",
  "method": "ωB97M-V with the def2-TZVPD basis set",
  "symbols": ["C", "C", "C", "C", "C", "C", "C", "C", "C", "H", "H", "H", "H", "H", "H", "H", "H", "H", "H", "H", "C", "N", "C", "C", "B", "H", "H", "H", "H", "H", "H", "H", "H", "H", "H", "H", "H"],
  "positions_angstrom": [[3.862, 4.451, -2.557], [4.541, 4.539, -1.195], [6.018, 4.929, -1.302], [3.797, 5.394, -0.176], [4.440, 5.791, 1.003], [3.739, 6.460, 2.005], [2.387, 6.771, 1.818], [1.737, 6.393, 0.636], [2.446, 5.715, -0.357], [2.933, 3.892, -2.455], [3.630, 5.436, -2.976], [4.493, 3.912, -3.264], [6.579, 4.564, -0.429], [6.490, 4.470, -2.180], [6.160, 6.025, -1.360], [5.495, 5.571, 1.140], [4.255, 6.746, 2.920], [1.848, 7.335, 2.580], [0.683, 6.627, 0.483], [1.944, 5.441, -1.281], [6.578, -0.445, -0.184], [6.224, 0.800, -0.922], [7.468, 1.430, -1.425], [5.387, 0.444, -2.094], [5.532, 1.561, 0.228], [4.468, 3.550, -0.782], [7.099, -1.130, -0.852], [7.227, -0.173, 0.655], [5.654, -0.907, 0.172], [7.939, 0.735, -2.122], [7.229, 2.351, -1.957], [8.140, 1.628, -0.591], [5.991, -0.191, -2.744], [4.502, -0.104, -1.771], [5.112, 1.343, -2.648], [4.416, 1.225, 0.342], [6.227, 2.416, 0.640]],
  "lumo_energy_ev": -4.5,
  "total_charge": 1,
  "largest_force_ev_per_a": 1.69,
  "e_tot_ev": -14976.322,
  "orbital_gap_ev": 6.9
}